# 1
This record from the OMol25 dataset describes a molecular structure, C33H27ClN2O4PdS. The level of theory is ωB97M-V/def2-TZVPD.

Each line ends with the Löwdin spin population.
Element x y z (Å)
Pd: 0.01624 1.01545 -1.50647  0.048
Cl: 5.71209 5.44229 -0.86003  -0.004
C: 4.58049 4.15469 -1.15426  -0.001
C: 5.05412 2.86765 -1.41808  0.049
C: 4.15780 1.85027 -1.63644  -0.003
C: 2.75957 2.05288 -1.60772  0.042
O: 1.98956 1.02660 -1.81751  0.032
C: 2.29100 3.38165 -1.35909  0.013
C: 0.91404 3.74797 -1.31934  0.169
N: -0.12159 2.96308 -1.52684  0.000
C: -1.42819 3.41383 -1.47862  0.060
C: -1.84024 4.75584 -1.48414  0.116
C: -3.18931 5.06706 -1.39625  0.015
C: -4.15931 4.08376 -1.29965  0.118
C: -3.78962 2.72588 -1.29821  -0.002
C: -4.70242 1.65479 -1.19692  0.131
C: -4.23334 0.35432 -1.19080  0.021
C: -2.87406 0.11272 -1.29783  0.119
N: -1.98082 1.10490 -1.41300  0.057
C: -2.41069 2.39621 -1.39925  -0.015
C: 3.23483 4.40463 -1.12804  0.037
H: 6.11946 2.68249 -1.44730  0.003
H: 4.50716 0.84625 -1.84089  -0.001
H: 0.71655 4.78379 -1.06426  0.012
H: -1.11842 5.55453 -1.57715  0.011
H: -3.48405 6.10883 -1.39701  -0.002
H: -5.20683 4.34658 -1.22641  0.006
H: -5.76082 1.86626 -1.11622  0.006
H: -4.91237 -0.48353 -1.11288  -0.002
H: -2.48677 -0.89619 -1.28910  0.009
H: 2.88287 5.41064 -0.93431  0.001
O: 1.17143 0.75362 7.97100  0.002
C: 0.05272 0.72033 7.22087  0.012
O: -1.01200 0.59456 7.75572  0.023
C: 0.20228 0.83489 5.73776  0.084
C: -0.97133 0.81840 4.97952  -0.017
C: -0.93298 0.94922 3.60850  0.072
C: 0.29600 1.09586 2.94753  0.056
S: 0.41005 1.36661 1.24373  0.642
C: 1.47856 1.07553 3.70664  0.080
C: 1.42816 0.96034 5.08075  -0.014
H: 1.96185 0.86587 7.43631  0.000
H: -1.91188 0.71275 5.50264  -0.002
H: -1.84556 0.94831 3.02708  0.002
H: 2.42624 1.16320 3.19274  0.002
H: 2.37084 0.96116 5.61676  -0.003
C: 0.61949 -7.53854 -0.74932  0.000
C: 0.38378 -6.09240 -1.07273  0.000
C: -0.21356 -5.71215 -2.26977  0.000
C: -0.40275 -4.38305 -2.59725  0.000
C: -1.06766 -4.04654 -3.90835  0.000
C: 0.01592 -3.38434 -1.68925  0.000
C: -0.13469 -2.00416 -2.08417  0.001
O: 0.15331 -1.04227 -1.38431  0.007
C: 0.59548 -3.75665 -0.44532  0.000
C: 1.02861 -2.75809 0.58919  0.003
C: 0.76732 -5.10258 -0.17392  0.000
H: 0.26005 -8.18419 -1.54816  0.000
H: 0.11588 -7.81211 0.17888  0.000
H: 1.68652 -7.71729 -0.60841  0.000
H: -0.53549 -6.48207 -2.96127  0.000
H: -1.30028 -4.95976 -4.45172  0.000
H: -0.42948 -3.43389 -4.54627  0.000
H: -2.00248 -3.50671 -3.74819  0.000
H: -0.52541 -1.82117 -3.09265  0.000
H: 0.20152 -2.11082 0.87982  0.003
H: 1.81049 -2.10256 0.20376  0.000
H: 1.40148 -3.27201 1.47414  0.000
H: 1.21066 -5.39348 0.77175  0.000

Force components x, y, z for each atom (eV/Å):
0.41 -0.12 -0.95
0.08 0.09 0.01
-0.12 -0.05 -0.01
-0.04 0.02 0.00
-0.05 -0.08 -0.01
0.07 0.42 0.04
-0.37 -0.23 0.12
0.22 -0.42 -0.03
-0.19 -0.01 -0.09
0.16 0.36 0.27
-0.35 -0.11 -0.03
0.09 0.14 -0.03
0.08 -0.05 0.02
-0.05 0.05 0.00
-0.15 -0.06 0.01
0.10 0.10 0.00
0.09 -0.07 -0.01
-0.11 -0.20 0.07
-0.16 0.24 0.00
0.20 0.13 -0.01
0.02 0.02 0.00
0.00 -0.01 0.00
-0.02 0.00 0.01
-0.09 0.00 -0.05
0.00 -0.01 0.00
-0.01 0.00 -0.03
0.01 -0.02 0.01
0.00 -0.01 -0.01
0.01 -0.01 0.01
0.03 0.00 -0.01
0.00 -0.01 0.01
0.00 0.00 0.14
-0.05 -0.09 0.15
-0.02 0.01 -0.03
0.03 0.06 -0.38
-0.06 -0.02 0.15
-0.05 0.01 -0.03
0.31 -0.03 -0.22
-0.12 0.14 0.69
-0.02 -0.03 0.05
0.01 -0.04 0.10
0.05 0.02 -0.11
0.00 0.00 0.00
0.01 0.03 0.00
0.00 0.02 0.01
-0.01 0.01 0.01
0.00 0.07 -0.01
-0.04 0.08 -0.05
0.04 -0.18 0.07
0.01 0.24 0.00
-0.01 -0.01 0.00
0.19 -0.49 0.28
-0.07 0.19 -0.33
0.10 -0.29 0.44
-0.09 0.13 -0.13
0.01 0.06 -0.04
-0.04 -0.03 -0.03
0.01 -0.04 0.03
0.00 -0.02 -0.01
-0.01 -0.05 0.00
0.00 0.03 -0.03
0.00 0.00 0.00
-0.02 -0.02 -0.02
0.01 0.01 -0.05
-0.04 0.04 0.03
0.01 0.03 0.02
-0.01 0.03 0.01
0.00 -0.01 -0.03
0.02 0.02 -0.01

Computed properties:
orbital gap (spin up / spin down) = 3.93 / 4.85 eV
E_HOMO (spin up / spin down) = -4.83 / -7.28 eV
DFT total energy = -2670.4389 a.u.
total charge = 0
multiplicity = 3

=====

# 2
This record from the OMol25 dataset describes 2 unconnected molecules or ions with the total composition C9H12BrN2. The level of theory is ωB97M-V/def2-TZVPD.

Each line ends with the Löwdin charge.
Element x y z (Å)
Br: 0.44895 -1.07127 -0.44659  0.783
C: -0.24317 -1.04210 -2.33223  -0.580
C: -0.56434 -2.49739 -3.08270  -0.131
C: -1.79144 -2.95299 -2.05874  -0.115
C: -2.60562 -1.53174 -2.10086  0.083
N: -1.69170 -0.51935 -2.28554  0.014
H: 0.52572 -0.35358 -2.89585  0.133
H: -0.87749 -2.13841 -4.17588  0.149
H: 0.40970 -3.16120 -3.12336  0.146
H: -2.53236 -3.79335 -2.41174  0.137
H: -1.35403 -3.35244 -1.03608  0.134
H: -3.74110 -1.25870 -2.04140  0.182
H: -2.03100 0.47465 -2.35689  0.190
N: 1.58817 1.94505 4.35859  0.064
C: 1.28195 0.89884 3.56044  -0.144
C: 1.16189 0.98973 2.18296  -0.121
C: 1.36388 2.22917 1.58505  -0.087
C: 1.67869 3.32598 2.38066  -0.072
C: 1.78035 3.13513 3.74930  -0.137
H: 1.13053 -0.04597 4.07432  0.105
H: 0.91639 0.11549 1.59076  -0.041
H: 1.27700 2.33958 0.50805  0.096
H: 1.84156 4.30539 1.94534  0.105
H: 2.02746 3.95947 4.41241  0.108

Force components x, y, z for each atom (eV/Å):
-0.53 -0.30 -1.63
0.19 -0.11 -1.32
0.77 1.43 1.10
-0.96 -0.06 -1.50
3.19 1.65 0.22
-2.53 -2.69 0.49
-2.06 -1.25 0.98
0.38 -1.23 2.43
-2.29 1.21 0.26
1.62 1.68 0.36
-1.00 1.52 -1.86
2.31 -0.76 -0.06
0.84 -1.26 0.16
-0.12 0.05 -1.13
0.22 0.64 0.70
0.09 0.37 0.04
-0.01 -0.02 0.02
-0.08 -0.24 -0.23
-0.10 -0.77 0.59
0.02 0.05 -0.06
0.08 0.23 0.36
0.03 0.01 0.08
-0.01 -0.09 0.07
-0.02 -0.06 -0.09

Computed properties:
orbital gap = 6.24 eV
E_HOMO = -11.83 eV
DFT total energy = -3033.3088 a.u.
total charge = +1
ΔE to the lowest compared entry with this formula, charge and spin = 229.0 kJ/mol
multiplicity = 1